Entry 1:
{
  "formula": "C27H71N4O11",
  "method": "ωB97M-V/def2-TZVPD",
  "spin_multiplicity": 1,
  "relative_energy_kj_mol": 96.7,
  "total_charge": -1,
  "orbital_gap_ev": 7.4,
  "mol_weight_g_mol": 627.9,
  "energy_ev": -57613.9052,
  "lumo_energy_ev": 2.29,
  "symbols": ["C", "O", "H", "H", "H", "C", "O", "H", "H", "H", "H", "C", "O", "H", "H", "H", "H", "C", "O", "C", "C", "N", "C", "C", "O", "C", "H", "H", "H", "H", "H", "H", "H", "H", "H", "H", "H", "H", "H", "H", "H", "C", "O", "C", "C", "N", "C", "C", "O", "C", "H", "H", "H", "H", "H", "H", "H", "H", "H", "H", "H", "H", "H", "H", "H", "C", "O", "C", "C", "N", "C", "C", "O", "C", "H", "H", "H", "H", "H", "H", "H", "H", "H", "H", "H", "H", "H", "H", "H", "C", "O", "C", "C", "N", "C", "C", "O", "C", "H", "H", "H", "H", "H", "H", "H", "H", "H", "H", "H", "H", "H", "H", "H"],
  "xyz": [[24.79100, 47.63600, 14.49500], [25.93900, 48.05200, 15.00500], [25.08500, 46.83100, 13.78300], [24.32100, 48.24600, 14.02600], [24.21900, 47.46700, 15.37700], [29.32200, 47.63000, 13.73400], [28.17400, 47.04800, 13.31900], [29.35100, 47.15000, 14.59300], [29.03400, 48.62300, 14.01300], [30.07200, 47.52100, 12.98000], [27.53100, 47.19700, 13.96700], [25.06200, 50.64700, 16.67500], [26.31600, 50.36100, 16.19300], [24.40400, 51.24300, 16.02600], [24.90700, 50.91100, 17.80200], [24.27300, 49.76400, 16.81600], [26.28500, 49.53600, 15.58200], [26.77500, 48.39500, 19.70500], [26.09300, 47.19700, 19.85500], [25.52400, 46.71300, 18.52000], [26.72200, 46.05300, 17.75000], [26.07600, 45.59100, 16.55100], [27.03200, 44.73700, 15.80200], [26.19700, 44.02500, 14.69000], [26.99800, 43.15700, 13.80500], [27.61800, 43.89000, 12.73700], [27.49500, 48.37500, 18.95300], [27.14000, 48.50400, 20.86000], [26.17300, 49.32800, 19.27400], [25.06300, 47.57600, 17.98200], [24.63600, 46.35000, 18.74100], [27.33000, 45.39700, 18.47800], [27.51100, 46.61300, 17.48900], [25.84100, 46.46600, 16.08200], [27.42900, 43.99300, 16.47300], [27.82600, 45.46400, 15.42200], [25.77300, 44.83500, 14.06200], [25.40600, 43.41000, 15.08600], [28.20700, 44.72600, 12.74100], [26.75700, 44.10300, 12.07800], [27.86900, 43.14400, 12.12100], [21.31500, 48.87100, 21.76500], [20.49100, 48.96200, 20.55100], [21.44100, 49.39400, 19.53700], [20.72700, 49.14600, 18.21700], [21.53800, 49.78900, 17.12400], [20.87800, 49.75000, 15.80800], [21.84800, 50.28500, 14.74300], [21.31500, 50.27900, 13.53000], [22.14800, 50.64600, 12.40100], [21.69300, 49.99400, 22.18000], [22.31400, 48.28500, 21.76000], [20.75000, 48.52500, 22.51800], [22.36800, 48.89500, 19.57100], [21.69100, 50.48500, 19.65400], [19.90200, 49.86200, 18.18000], [20.48900, 48.01800, 18.00900], [22.46000, 49.41300, 17.31500], [19.97200, 50.31700, 15.79300], [20.66700, 48.69600, 15.36000], [22.86300, 49.70400, 14.67800], [22.15000, 51.35300, 14.88800], [22.93200, 49.93900, 12.29600], [22.52100, 51.69600, 12.60200], [21.59400, 50.64100, 11.43900], [24.32300, 44.15300, 9.70000], [25.11800, 45.25000, 9.89500], [24.60000, 46.30800, 10.45300], [25.74800, 47.26800, 10.77800], [25.18200, 48.53800, 11.21600], [26.30300, 49.47400, 11.59000], [25.76800, 50.75400, 12.19000], [26.64000, 51.80500, 12.00500], [27.68000, 51.95600, 12.88900], [24.99500, 43.35600, 9.27900], [23.38900, 44.39100, 9.24800], [24.06300, 43.90600, 10.75200], [23.99400, 46.12000, 11.36800], [23.88700, 46.79600, 9.90000], [26.17800, 47.48400, 9.89500], [26.32500, 47.09400, 11.48100], [24.87200, 48.26900, 12.22000], [27.02800, 49.91800, 10.88400], [26.89200, 49.09800, 12.24700], [25.36700, 50.53900, 13.21100], [24.98400, 50.95000, 11.36200], [28.14000, 52.83000, 12.49600], [28.32600, 51.06500, 12.85800], [27.33200, 51.90800, 13.99100], [22.21800, 45.76100, 16.84500], [20.77200, 45.60000, 16.89000], [20.15400, 45.57500, 15.66500], [18.63500, 45.65600, 15.60600], [18.14600, 45.73000, 14.21500], [16.73200, 45.85800, 14.12900], [16.43300, 45.89200, 12.57800], [14.97900, 46.11900, 12.60100], [14.51300, 46.30800, 11.32600], [22.58400, 45.13800, 15.97900], [22.80800, 45.09600, 17.64100], [22.62400, 46.70800, 16.82000], [20.67100, 44.87900, 15.05900], [20.49400, 46.39600, 15.18200], [18.19000, 46.48900, 16.07500], [18.22600, 44.81600, 15.95800], [18.52400, 44.96900, 13.73800], [16.24200, 46.68900, 14.59000], [16.23400, 44.91800, 14.56700], [16.76100, 45.09700, 11.99500], [17.07100, 46.69400, 12.01100], [14.64200, 47.20300, 10.96500], [13.56500, 46.32300, 11.36900], [14.62400, 45.63500, 10.58900]],
  "forces_ev_per_a": [[5.2, -7.2, 4.2], [4.2, 1.8, 1.0], [-1.4, -0.8, 0.3], [-5.9, 7.9, -6.1], [-1.9, -1.7, 0.4], [-0.9, 2.2, -1.5], [-1.6, -2.1, -4.5], [2.9, -2.0, 4.6], [0.8, 1.5, -0.2], [0.8, 0.1, 0.0], [-2.4, 0.7, 1.8], [-3.4, -1.9, 1.9], [0.2, -0.1, 0.0], [0.6, 0.7, 0.2], [1.3, 0.6, -1.8], [1.9, 0.4, -0.9], [-0.6, 0.0, 0.6], [-1.3, 2.0, 3.1], [-2.0, -0.7, -2.4], [5.9, 4.4, 0.8], [-3.8, -2.1, 2.7], [0.6, -2.4, 0.5], [-1.4, 1.5, -1.2], [2.0, 0.7, -1.3], [0.2, 1.7, 1.8], [-5.2, -1.2, -0.2], [2.1, -0.5, -0.8], [-0.3, 0.7, -3.1], [0.4, -1.7, 1.5], [1.3, 0.3, -0.2], [-3.4, -3.9, 1.2], [-1.8, -0.5, -1.1], [2.5, 3.6, -0.8], [0.5, -0.1, -0.7], [0.4, -0.1, 0.3], [-0.5, -1.5, -0.1], [-0.1, -0.5, 0.2], [-0.1, -0.1, 0.4], [1.7, 1.9, 1.3], [-0.2, 1.3, 0.2], [2.7, -3.0, -2.1], [2.9, 3.6, -1.4], [3.7, 0.0, 1.5], [-2.5, 1.1, -0.6], [0.4, 0.7, -1.6], [-1.1, -0.8, 1.3], [2.7, -2.2, -1.2], [3.6, 1.0, 1.5], [-2.6, -0.7, -4.6], [-1.0, 1.4, 1.3], [-1.1, -2.6, -1.4], [-1.8, 0.6, -0.8], [-2.2, -1.4, 2.5], [1.1, -1.1, 0.3], [-0.5, -0.8, -0.1], [-0.9, -1.0, 0.5], [0.2, 2.0, 0.5], [0.3, 0.0, -1.7], [-0.6, 0.4, 0.3], [-0.1, 1.2, 1.2], [-1.5, 0.6, 0.8], [0.0, -0.4, 1.0], [1.1, -0.5, 0.0], [0.0, -1.1, -0.4], [-0.2, 0.0, 1.0], [0.9, -1.2, 2.4], [3.0, -2.2, -2.6], [0.2, 2.3, 4.2], [-7.5, 2.1, -4.0], [-0.1, 1.2, 2.6], [-2.6, 2.6, -3.1], [-2.6, -1.0, -2.4], [-0.9, 0.8, -0.3], [-0.2, -1.9, 2.1], [-1.3, 0.7, 0.0], [-0.7, -0.1, -1.2], [-0.3, -0.9, -0.4], [0.5, -0.5, 0.3], [-1.7, 1.5, -2.2], [2.1, 0.3, -3.1], [5.9, -3.4, 6.1], [0.1, 0.9, -2.1], [-0.8, -1.0, -1.2], [3.8, -3.4, 4.5], [0.2, 0.8, -0.5], [0.2, 0.2, 2.0], [1.0, 0.8, 0.7], [0.5, 0.3, -0.3], [0.4, 0.9, -1.4], [0.0, -5.8, 0.0], [1.1, 0.1, 3.1], [-0.2, 0.4, -0.2], [1.4, 1.0, -2.2], [1.3, 2.5, 1.9], [-0.1, -3.2, -2.6], [-1.0, 3.5, 2.2], [2.8, -0.9, -0.4], [2.4, -1.3, 2.4], [-0.2, 1.1, 0.1], [-1.9, 1.7, -0.8], [0.3, 2.3, -0.1], [-0.3, -2.1, -0.9], [0.7, 3.4, -1.9], [0.1, 1.1, 1.0], [-1.6, -3.4, 2.3], [0.2, -1.5, -1.2], [0.4, 0.8, 0.3], [0.2, 1.1, -0.5], [-0.1, -2.5, -0.5], [-1.5, -0.3, 1.4], [2.0, 5.3, -2.0], [-7.5, -0.2, 1.0], [1.7, -3.1, -2.3]]
}

=====

Entry 2:
{
  "formula": "C20H15BCl5NO2",
  "method": "ωB97M-V/def2-TZVPD",
  "spin_multiplicity": 1,
  "total_charge": 0,
  "orbital_gap_ev": 7.4,
  "mol_weight_g_mol": 489.4,
  "energy_ev": -89859.6621,
  "lumo_energy_ev": -1.57,
  "symbols": ["Cl", "B", "Cl", "Cl", "O", "C", "C", "C", "C", "C", "Cl", "C", "C", "H", "H", "H", "H", "H", "Cl", "C", "C", "C", "C", "N", "C", "C", "C", "C", "C", "C", "C", "C", "O", "C", "H", "H", "H", "H", "H", "H", "H", "H", "H", "H"],
  "xyz": [[3.62649, 2.11764, -2.79950], [2.57618, 0.59417, -2.79944], [1.85037, 0.21945, -4.45440], [3.71230, -0.80370, -2.19257], [1.53761, 0.87410, -1.67881], [0.61511, -0.01442, -1.25207], [-0.82628, 0.18591, -1.83447], [-1.66194, -0.93681, -2.07971], [-2.90643, -0.73555, -2.70858], [-3.38008, 0.55502, -2.98746], [-4.91205, 0.78544, -3.67259], [-2.52637, 1.62556, -2.77456], [-1.24570, 1.45407, -2.21131], [1.01228, -1.08597, -1.35597], [-1.29062, -1.94304, -1.75823], [-3.51033, -1.58223, -2.98927], [-2.84725, 2.60751, -3.07518], [-0.57274, 2.29937, -2.04844], [5.46664, 1.00150, 2.22071], [4.29610, -0.16424, 1.71776], [4.57152, -1.52931, 1.87019], [3.60502, -2.39897, 1.39160], [2.40281, -1.93392, 0.84999], [2.11109, -0.61106, 0.88470], [0.75890, -0.20896, 0.32818], [0.16747, 0.83215, 1.29092], [-1.26667, 0.61772, 1.71993], [-1.91822, 1.68466, 2.38086], [-3.18392, 1.47110, 2.92912], [-3.85281, 0.23666, 2.75028], [-3.24129, -0.76561, 1.99202], [-1.97638, -0.55032, 1.45278], [0.82355, 1.74402, 1.78998], [3.06340, 0.28896, 1.24592], [5.49219, -1.83476, 2.41634], [3.79627, -3.48945, 1.46474], [1.68333, -2.60032, 0.37729], [0.15207, -1.17452, 0.41375], [-1.37590, 2.62972, 2.47030], [-3.64768, 2.23406, 3.56141], [-4.80814, 0.03945, 3.23523], [-3.67917, -1.74599, 1.86318], [-1.50449, -1.31444, 0.84477], [2.81380, 1.32535, 1.21064]],
  "forces_ev_per_a": [[-0.2, 0.0, -0.2], [-0.6, 0.6, 1.4], [0.0, -0.1, 0.5], [-0.3, -0.3, 0.0], [1.0, 0.6, -1.3], [1.5, -2.0, 0.4], [0.5, -1.1, 0.6], [0.3, 0.7, 0.1], [0.5, -0.2, 0.6], [2.0, -0.7, 0.4], [-0.8, 0.1, -0.4], [0.6, 0.2, 0.3], [-0.5, -0.2, 0.0], [-0.8, 0.9, -1.5], [-0.6, 0.9, -0.7], [-0.2, -0.2, 0.1], [-0.1, 0.2, 0.0], [-0.3, -0.2, -0.2], [-0.2, -0.1, -0.1], [-0.1, -0.1, 0.2], [-0.2, 0.9, 0.3], [-0.2, -1.1, -0.1], [0.9, 0.1, 0.4], [0.3, -0.1, -1.5], [-1.7, -0.7, 1.4], [-0.2, 0.5, 0.7], [-0.3, 0.9, -0.6], [0.1, -0.7, 0.2], [-0.2, -0.3, 0.0], [0.8, 0.2, 0.0], [0.2, 0.4, 0.2], [0.3, 0.0, 0.2], [-0.7, -1.1, -0.9], [0.3, -1.0, -0.1], [-0.8, 0.1, -0.8], [-0.3, 0.9, -0.3], [0.1, 0.2, 0.3], [0.9, 1.5, 0.4], [-0.3, -0.3, 0.2], [0.1, -0.2, -0.4], [0.2, 0.2, -0.2], [-0.3, 0.1, -0.1], [-0.4, -0.1, 0.3], [-0.2, 0.3, -0.2]]
}

=====

Number 1 is which compound?
C27H71N4O11